Entry 1:
27
Properties=species:S:1:pos:R:3 method="wB97M-V/def2-TZVPD" e_homo_ev="-5.0 / -6.2" spin_multiplicity=3 charge=-1 orbital_gap_ev="7.26 / 8.04" max_force_ev_per_a=0.50 lumo_ha="0.0815 / 0.0685" total_energy_ev=-89869.1892
Pt -0.249 0.834 -0.346
N 0.843 0.293 -2.269
N 1.506 1.472 -2.659
C 0.987 2.736 -2.228
O 1.354 3.706 -2.870
O 0.234 2.726 -1.191
H 1.519 -0.417 -2.010
H 0.199 -0.060 -2.967
H 1.812 1.497 -3.621
Cl -2.250 -1.031 -2.194
C -1.765 -1.764 -0.680
C -0.981 -1.017 0.197
C -0.724 -1.651 1.420
Cl 0.168 -0.794 2.632
C -1.171 -2.934 1.729
Cl -0.816 -3.656 3.254
C -1.920 -3.647 0.795
Cl -2.470 -5.241 1.152
C -2.227 -3.052 -0.422
Cl -3.173 -3.919 -1.575
O 1.825 0.646 0.386
N 2.283 1.410 1.290
C 1.472 2.218 1.929
C 0.051 2.334 1.726
N -1.070 2.608 1.789
C 2.053 3.026 2.950
N 2.510 3.676 3.782

***

Entry 2:
11
Properties=species:S:1:pos:R:3 method="wB97M-V/def2-TZVPD" e_homo_ev=-10.5 charge=0 orbital_gap_ev=7.10 max_force_ev_per_a=2.91 lumo_ha=-0.1240 total_energy_ev=-7307.1864
Sn 1.260 -26.690 -5.353
B 1.575 -25.102 -7.995
H 2.597 -25.563 -8.205
H 1.690 -24.351 -7.135
H 1.198 -24.629 -8.955
H 0.804 -25.909 -7.681
B 1.084 -25.641 -2.473
H 2.037 -25.724 -3.124
H 1.296 -26.160 -1.485
H 0.853 -24.561 -2.209
H 0.149 -26.079 -2.987

***

Entry 3:
19
Properties=species:S:1:pos:R:3 method="wB97M-V/def2-TZVPD" e_homo_ev=-9.9 smiles="C[C@@H](O)CC(N)=O.O" charge=0 orbital_gap_ev=10.63 max_force_ev_per_a=2.34 lumo_ha=0.0271 total_energy_ev=-11958.7881
C 0.592 -0.451 1.097
C 1.244 0.266 -0.093
C 0.562 1.578 -0.488
O 2.615 0.479 0.303
C -0.831 -1.032 0.976
N -0.969 -2.247 1.569
O -1.703 -0.478 0.344
H 1.293 -1.212 1.431
H 0.616 0.464 1.838
H 1.391 -0.464 -0.982
H 0.774 2.216 0.390
H 0.980 1.813 -1.481
H -0.451 1.340 -0.778
H 2.637 1.289 0.825
H -0.164 -2.753 1.918
H -1.755 -2.853 1.443
H -0.859 0.816 -3.336
H -2.213 0.999 -2.757
O -1.435 1.518 -2.994

***

Entry 4:
47
Properties=species:S:1:pos:R:3 method="wB97M-V/def2-TZVPD" e_homo_ev=-8.3 smiles="COCCC(=O)Nc1ccc2c(c1)CN(C(=O)CCOC)CC2" charge=0 orbital_gap_ev=9.02 max_force_ev_per_a=0.58 lumo_ha=0.0255 total_energy_ev=-29188.9993
C 4.976 3.189 -0.565
H 4.146 3.887 -0.476
O 4.772 2.203 0.419
C 5.815 1.252 0.533
C 5.799 0.168 -0.551
C 4.638 -0.820 -0.445
O 4.793 -2.004 -0.650
N 3.460 -0.220 -0.139
C 2.201 -0.795 0.036
C 1.167 0.043 0.455
C -0.104 -0.464 0.640
C -0.364 -1.811 0.401
C 0.660 -2.639 -0.025
C 1.939 -2.142 -0.202
H 2.738 -2.788 -0.526
H 0.464 -3.683 -0.218
C -1.784 -2.241 0.596
C -2.705 -1.249 -0.121
N -2.454 0.113 0.314
C -3.199 1.180 -0.055
O -2.926 2.310 0.309
C -4.427 0.913 -0.910
C -5.645 0.703 -0.010
O -6.740 0.338 -0.818
C -7.934 0.202 -0.094
H -8.704 -0.075 -0.811
H -8.213 1.143 0.397
H -7.849 -0.579 0.673
H -5.450 -0.089 0.734
H -5.862 1.630 0.540
H -4.604 1.797 -1.523
H -4.308 0.053 -1.565
C -1.258 0.367 1.110
H -1.047 1.436 1.039
H -1.472 0.132 2.163
H -2.522 -1.332 -1.202
H -3.747 -1.516 0.074
H -2.025 -2.252 1.663
H -1.954 -3.242 0.199
H 1.364 1.090 0.638
H 3.505 0.774 0.068
H 6.723 -0.408 -0.499
H 5.753 0.630 -1.541
H 6.786 1.767 0.517
H 5.681 0.794 1.517
H 4.983 2.768 -1.576
H 5.918 3.722 -0.396

***

Entry 5:
85
Properties=species:S:1:pos:R:3 method="wB97M-V/def2-TZVPD" e_homo_ev=-6.1 charge=-1 orbital_gap_ev=8.13 max_force_ev_per_a=2.22 lumo_ha=0.0759 total_energy_ev=-203901.4446
Pt -1.370 -0.016 -1.319
O -3.206 -2.231 -3.780
As -3.868 -0.685 -3.145
O -5.098 -0.361 -4.170
O -2.455 0.284 -3.113
C -4.122 -1.368 -1.338
C -4.323 -2.723 -1.140
C -4.356 -3.234 0.150
C -4.170 -2.402 1.242
C -3.984 -1.040 1.059
C -3.960 -0.528 -0.229
S -3.930 1.246 -0.468
O -4.585 1.444 -1.734
O -4.550 1.823 0.694
O -2.437 1.602 -0.523
H -3.365 -2.167 -4.729
H -4.415 -3.374 -1.998
H -4.512 -4.294 0.301
H -4.179 -2.815 2.244
H -3.878 -0.367 1.900
C -0.743 3.888 3.093
C -0.271 4.390 1.719
C -0.315 3.278 0.660
C 0.035 1.923 1.304
C -1.066 1.522 2.313
C -1.749 2.754 2.927
P 0.315 0.560 0.106
C 0.806 -0.914 1.134
C -0.389 -1.704 1.689
C 0.056 -3.123 2.082
C 1.502 -3.147 2.604
C 1.835 -1.824 3.284
C 1.837 -0.676 2.259
C 1.861 0.925 -0.819
C 3.023 1.559 -0.006
C 3.250 3.025 -0.365
C 3.637 3.173 -1.843
C 2.897 2.160 -2.739
C 1.578 1.727 -2.107
H -1.176 4.713 3.663
H 0.111 3.520 3.670
H 0.744 4.791 1.804
H -0.910 5.210 1.386
H 0.372 3.524 -0.148
H -1.303 3.208 0.220
H 0.989 2.048 1.827
H -0.628 0.910 3.105
H -1.819 0.923 1.800
H -2.184 2.483 3.891
H -2.572 3.071 2.284
H 1.271 -1.548 0.367
H -1.187 -1.764 0.951
H -0.798 -1.185 2.558
H -0.043 -3.783 1.218
H -0.620 -3.506 2.850
H 2.201 -3.303 1.775
H 1.644 -3.980 3.295
H 2.809 -1.875 3.775
H 1.097 -1.628 4.068
H 2.837 -0.599 1.826
H 1.633 0.265 2.774
H 2.182 -0.070 -1.140
H 3.940 1.006 -0.232
H 2.863 1.459 1.066
H 4.037 3.442 0.267
H 2.346 3.596 -0.152
H 4.715 3.029 -1.949
H 3.420 4.192 -2.171
H 3.512 1.269 -2.890
H 2.717 2.592 -3.724
H 0.997 1.110 -2.793
H 0.963 2.605 -1.898
Br 5.000 -4.026 -1.831
C 3.448 -3.064 -2.329
C 3.558 -2.012 -3.227
N 2.506 -1.303 -3.624
C 1.317 -1.613 -3.103
C 1.123 -2.631 -2.180
C 2.217 -3.398 -1.805
C -0.224 -2.934 -1.573
O -0.459 -4.077 -1.216
O -1.056 -1.966 -1.459
H 4.523 -1.737 -3.637
H 0.468 -1.029 -3.442
H 2.078 -4.221 -1.116

***

Entry 6:
18
Properties=species:S:1:pos:R:3 method="wB97M-V/def2-TZVPD" e_homo_ev=-11.4 smiles=O.O.O.O.O.O charge=0 orbital_gap_ev=11.38 max_force_ev_per_a=0.39 lumo_ha=-0.0005 total_energy_ev=-12479.3611
O -0.974 -2.015 -3.887
H -1.245 -2.926 -3.778
H -0.041 -2.014 -3.674
O 0.342 0.347 0.746
H 1.200 0.398 0.324
H -0.265 0.153 0.031
O 0.964 -1.975 4.798
H 0.775 -1.153 4.346
H 1.887 -2.145 4.610
O -3.175 1.144 3.980
H -2.456 1.225 3.354
H -3.146 1.956 4.486
O -1.535 1.776 -3.219
H -1.830 2.010 -2.339
H -1.713 0.838 -3.291
O 3.720 0.834 -1.774
H 4.190 1.384 -2.400
H 3.300 0.163 -2.312